# 1
Formula: C4H6N2O4
Source: the OMol25 dataset
Level of theory: ωB97M-V with the def2-TZVPD basis set

Each line ends with the Mulliken spin population.
Geometry (Å):
C: 3.027138 1.658607 0.359323  -0.019
C: -0.861887 1.081998 -0.708995  -0.022
C: -0.682580 -0.122123 0.220148  0.879
C: 2.674516 0.185533 0.399855  0.427
N: 3.199039 -0.626057 -0.439249  -0.110
N: 3.143664 -1.958011 -0.310788  0.250
O: 2.983044 2.204453 -0.765432  0.027
O: 2.541545 -2.529794 0.665821  0.154
O: 3.190640 2.310482 1.440391  0.014
O: 3.638646 -2.615077 -1.234735  0.241
H: 0.062357 1.437192 -1.099746  0.043
H: -1.487993 1.883001 -0.234939  -0.002
H: -1.347980 0.928582 -1.648776  0.039
H: -0.832491 -0.007616 1.321277  0.023
H: -0.038802 -0.982975 -0.002214  0.035
H: 1.936635 -0.100702 1.159145  0.020

Atoms 1-3, force components in eV/Å:
C -0.8 1.4 0.0
C -1.0 -0.4 1.5
C -0.1 0.4 0.4

Values from the calculation:
- DFT total energy: -15408.829 eV
- Multiplicity: 3
- Net charge: -2
- Frontier orbital gap (alpha / beta): 4.5 / 6.6 eV
- Maximum force: 2.346 eV Å⁻¹


# 2
Formula: C2H6N3
Source: the OMol25 dataset
Level of theory: ωB97M-V with the def2-TZVPD basis set

Each line ends with the natural charge from an NBO analysis.
Geometry (Å):
C: 1.655719 0.480546 -0.399444  0.358
C: -2.007419 0.116694 -0.019690  -0.512
N: -0.930223 -0.309069 -0.713974  0.062
N: 0.169232 0.132665 -0.213090  -0.288
N: 2.449628 -0.320344 0.157112  -0.684
H: -2.023480 0.740295 0.831240  0.233
H: -2.820687 0.513799 -0.686690  0.295
H: -2.415235 -0.880960 -0.014620  0.295
H: 0.134141 0.806419 0.639546  0.389
H: 2.382804 -1.226135 0.403502  0.414
H: 3.405522 -0.053908 0.016108  0.438

Atoms 1-3, force components in eV/Å:
C -2.6 0.4 -1.8
C -4.3 -0.5 -1.6
N 6.3 2.2 -0.3

Values from the calculation:
- DFT total energy: -6629.398 eV
- Energy above the lowest of the compared OMol25 structures with the same formula, charge and spin: 5.6888 eV
- Net charge: +1
- Frontier orbital gap (alpha / beta): 9.3 / 9.3 eV
- Maximum force: 6.713 eV Å⁻¹


# 3
Formula: C8H24F4N4O11PbS4
Source: the OMol25 dataset
Level of theory: ωB97M-V with the def2-TZVPD basis set

Each line ends with the natural charge from an NBO analysis.
Geometry (Å):
Pb: -18.774870 9.202200 13.477590  1.585
N: -19.734650 6.996010 13.963930  -1.218
S: -19.063600 5.634550 13.886640  2.447
O: -19.407240 4.809010 12.746390  -0.917
O: -18.618940 4.997460 15.115460  -0.872
F: -17.746080 6.291690 13.269850  -0.537
S: -21.079930 6.373620 14.930160  2.356
O: -21.152710 6.799660 16.326010  -0.840
O: -21.602520 5.028700 14.711190  -0.844
F: -22.125390 7.261640 14.159160  -0.491
N: -19.098920 10.524350 15.512520  -1.195
S: -20.543080 10.971650 16.298980  2.326
O: -20.892370 12.400320 16.289000  -0.858
O: -20.944560 10.138350 17.453400  -0.818
F: -21.481640 10.427200 15.164100  -0.497
S: -18.313350 11.024860 16.697620  2.383
O: -18.020140 10.047950 17.757090  -0.869
O: -18.264650 12.466060 17.015570  -0.859
F: -16.988420 10.946130 15.836490  -0.536
O: -16.660860 8.237600 14.552770  -0.956
H: -16.309050 8.040010 15.420770  0.516
H: -15.964680 7.981740 13.947710  0.484
C: -21.833190 11.107870 10.149600  -0.639
C: -20.657250 10.839100 11.067170  -0.067
C: -20.287180 12.150270 11.844690  -0.069
O: -19.260190 11.827560 12.799250  -0.593
C: -18.512760 12.951040 13.279180  -0.267
N: -21.017710 9.762950 12.018370  -0.877
H: -21.942990 10.276800 9.452920  0.220
H: -21.588860 11.894900 9.436170  0.217
H: -22.799350 11.411650 10.552540  0.227
H: -19.836560 10.492030 10.439390  0.194
H: -21.128070 12.612460 12.361770  0.204
H: -19.778850 12.770130 11.106120  0.189
H: -17.616160 12.540840 13.743870  0.192
H: -19.025780 13.623610 13.966610  0.227
H: -17.929520 13.442940 12.500740  0.172
H: -21.765430 10.226430 12.514570  0.385
H: -21.355150 8.892960 11.631900  0.393
C: -15.612360 10.821800 10.374240  -0.626
C: -16.859000 10.337260 11.056270  -0.077
C: -17.198500 8.886860 10.518150  -0.062
O: -18.264860 8.381350 11.206700  -0.604
C: -18.837470 7.261700 10.456370  -0.276
N: -16.644440 10.342760 12.472010  -0.870
H: -15.833380 10.819000 9.306880  0.218
H: -14.753490 10.172960 10.545870  0.216
H: -15.347360 11.830400 10.691420  0.222
H: -17.782640 10.904100 10.939330  0.210
H: -16.361150 8.190070 10.555980  0.181
H: -17.455590 9.024820 9.467920  0.184
H: -19.717390 6.879520 10.973850  0.225
H: -18.134050 6.429070 10.450720  0.214
H: -19.226390 7.472810 9.460240  0.191
H: -16.496880 11.287370 12.797660  0.389
H: -15.784690 9.857960 12.686260  0.370

Atoms 1-3, force components in eV/Å:
Pb -0.3 0.6 0.2
N -4.7 -0.6 3.1
S 5.2 -5.0 -2.4

Values from the calculation:
- DFT total energy: -96621.204 eV
- Energy above the lowest of the compared OMol25 structures with the same formula, charge and spin: 0.8510 eV
- Frontier orbital gap: 9.3 eV
- Maximum force: 10.761 eV Å⁻¹